{
  "formula": "C22H54FN2O12PS",
  "method": "wB97M-V/def2-TZVPD",
  "elements": ["C", "C", "N", "P", "N", "S", "O", "O", "F", "H", "H", "H", "H", "C", "O", "C", "C", "O", "C", "H", "H", "H", "H", "H", "H", "H", "H", "H", "H", "C", "O", "C", "C", "O", "C", "H", "H", "H", "H", "H", "H", "H", "H", "H", "H", "C", "O", "C", "C", "O", "C", "H", "H", "H", "H", "H", "H", "H", "H", "H", "H", "C", "O", "C", "C", "O", "C", "H", "H", "H", "H", "H", "H", "H", "H", "H", "H", "C", "O", "C", "C", "O", "C", "H", "H", "H", "H", "H", "H", "H", "H", "H", "H"],
  "xyz": [[-2.76315, -3.09468, 5.26545], [-1.76112, -2.27451, 4.97043], [-0.79620, -1.12295, 4.88296], [-1.57016, 0.08099, 3.78179], [-0.66008, 0.14000, 2.46006], [-0.58626, -0.47724, 6.48882], [-1.66487, 0.54575, 6.87439], [-0.74592, -1.61310, 7.50081], [0.90790, 0.29423, 6.73662], [-3.80958, -3.53825, 5.50877], [-2.88030, -0.39585, 3.39406], [-1.70605, 1.37238, 4.38875], [0.16065, -0.49462, 2.58148], [5.28925, -2.41139, 4.47887], [4.18428, -1.51427, 4.43923], [3.94078, -0.89537, 5.70185], [4.56863, 0.49671, 5.77815], [5.99232, 0.43636, 5.70255], [6.47790, 0.69246, 4.38981], [5.63077, -2.57519, 3.45441], [6.12499, -2.02180, 5.06258], [4.96806, -3.36801, 4.89979], [4.29086, -1.53341, 6.51974], [2.85687, -0.79168, 5.80177], [4.31970, 0.93816, 6.74799], [4.16745, 1.15481, 4.99926], [6.49273, 1.76958, 4.20901], [5.87352, 0.20413, 3.61935], [7.49765, 0.30723, 4.32204], [-1.85317, -1.63395, -0.71477], [-2.26656, -0.27792, -0.84554], [-1.18806, 0.58718, -1.19766], [-1.15139, 0.86059, -2.70160], [-0.88525, -0.32862, -3.44607], [-2.07006, -0.92701, -3.95719], [-2.73957, -2.26825, -0.79027], [-1.14740, -1.93448, -1.49121], [-1.39621, -1.78254, 0.26766], [-0.23469, 0.18034, -0.84598], [-1.35853, 1.53534, -0.67521], [-0.33254, 1.55620, -2.90912], [-2.08143, 1.32958, -3.04146], [-2.38247, -0.40436, -4.86446], [-2.88912, -0.91465, -3.23150], [-1.84676, -1.96685, -4.20587], [-5.90605, -3.73782, -1.51826], [-4.54469, -4.08094, -1.28008], [-4.36677, -4.76874, -0.04274], [-4.30804, -6.28380, -0.24122], [-5.54432, -6.79761, -0.73597], [-5.53091, -6.98338, -2.14630], [-6.02491, -3.54072, -2.58594], [-6.59518, -4.53567, -1.23623], [-6.15626, -2.82980, -0.96303], [-5.15124, -4.49323, 0.66962], [-3.40827, -4.43433, 0.37105], [-4.13317, -6.75555, 0.73050], [-3.48041, -6.56445, -0.90190], [-5.02175, -7.91920, -2.38761], [-5.03947, -6.15785, -2.67030], [-6.56525, -7.04289, -2.49200], [-3.15655, 4.97754, -7.76675], [-3.27440, 3.57387, -7.55965], [-2.04308, 2.97936, -7.15154], [-1.97538, 2.80400, -5.63408], [-1.98096, 4.06167, -4.95879], [-3.27458, 4.42116, -4.48907], [-4.15849, 5.41115, -7.73352], [-2.54505, 5.46405, -7.00487], [-2.72425, 5.16614, -8.75313], [-1.19160, 3.56004, -7.52087], [-1.99896, 1.98891, -7.61883], [-1.03112, 2.31164, -5.38241], [-2.79025, 2.16715, -5.27230], [-3.48423, 3.89525, -3.55471], [-4.05971, 4.19404, -5.21680], [-3.28170, 5.49688, -4.29998], [4.55309, 4.72058, 1.21152], [4.96010, 4.46245, -0.12819], [6.31639, 4.02739, -0.20997], [6.41716, 2.50416, -0.29811], [5.93396, 1.87580, 0.88895], [4.59053, 1.42552, 0.75774], [3.46140, 4.70771, 1.24335], [4.92718, 3.97438, 1.91471], [4.90217, 5.71133, 1.51481], [6.89858, 4.41410, 0.63277], [6.73266, 4.45766, -1.12805], [7.47198, 2.23031, -0.39670], [5.88995, 2.12298, -1.17958], [4.57403, 0.47348, 0.22241], [3.95881, 2.14796, 0.23189], [4.18160, 1.27624, 1.75963]],
  "atomic_forces_ev_per_a": [[4.9, 5.4, -1.6], [-5.3, -3.3, 2.4], [-2.4, -1.2, 0.9], [1.9, 0.3, -4.2], [-0.3, -0.7, 2.2], [-4.9, -0.6, 8.3], [4.1, -2.1, -2.9], [2.3, 3.2, -4.1], [-2.7, -1.7, -1.5], [2.7, 0.7, -0.7], [0.5, 0.3, 1.2], [-0.2, -0.9, 0.4], [-0.8, 0.8, -0.4], [-0.2, -0.1, -0.2], [0.3, 0.0, 0.3], [-0.1, 0.3, -0.5], [0.3, -0.4, 0.3], [-0.4, -0.1, -0.3], [0.1, 0.0, 0.1], [-0.1, 0.0, 0.1], [-0.1, 0.1, 0.0], [0.1, -0.1, 0.0], [0.1, 0.1, 0.0], [0.1, 0.0, 0.0], [0.0, 0.0, 0.0], [0.0, -0.1, 0.0], [0.0, 0.1, -0.1], [0.0, 0.0, 0.1], [-0.1, 0.1, 0.1], [-0.3, 0.0, 0.2], [0.4, -0.1, -0.3], [-0.5, 0.2, -0.1], [0.4, -0.3, 0.2], [-0.4, 0.1, 0.1], [0.1, -0.1, 0.0], [0.0, 0.1, 0.0], [0.0, 0.1, 0.0], [0.1, 0.0, 0.0], [0.0, 0.0, -0.1], [0.1, -0.1, 0.0], [0.0, 0.0, 0.0], [0.0, -0.1, 0.1], [-0.1, 0.0, -0.1], [0.1, 0.0, 0.0], [0.1, 0.1, 0.0], [0.1, 0.2, -0.1], [-0.3, -0.3, 0.2], [0.4, -0.1, -0.4], [-0.5, 0.1, 0.2], [0.3, 0.3, -0.2], [-0.1, 0.0, 0.1], [0.1, 0.0, 0.1], [0.1, 0.0, 0.0], [-0.1, 0.0, 0.0], [0.0, -0.1, -0.1], [0.0, 0.0, 0.0], [0.0, 0.0, 0.0], [0.0, 0.1, 0.0], [0.0, 0.0, -0.1], [0.0, 0.0, 0.1], [0.1, 0.0, 0.1], [-0.2, -0.1, -0.1], [0.4, 0.3, 0.2], [-0.5, -0.3, 0.2], [0.4, 0.4, -0.2], [-0.3, -0.2, -0.2], [0.1, 0.1, 0.0], [0.1, -0.1, 0.0], [0.0, -0.1, 0.0], [0.1, 0.1, 0.0], [0.0, 0.0, 0.1], [0.0, 0.1, 0.0], [0.0, 0.0, 0.0], [0.0, 0.1, -0.1], [-0.1, 0.0, 0.1], [0.1, 0.0, 0.0], [0.1, -0.1, 0.0], [-0.1, 0.1, -0.2], [0.3, -0.2, 0.4], [-0.3, -0.2, -0.5], [0.2, 0.2, 0.5], [-0.2, 0.2, -0.3], [0.0, 0.0, 0.1], [0.1, 0.0, -0.1], [0.1, 0.0, -0.1], [0.0, 0.0, 0.1], [0.0, -0.1, 0.0], [0.0, 0.0, 0.1], [0.0, 0.0, 0.0], [0.0, 0.1, 0.1], [-0.1, -0.1, 0.0], [0.1, 0.0, 0.0], [0.1, 0.0, -0.1]],
  "mulliken_charge": [-0.04, -0.33, 0.04, 0.29, -0.57, 1.13, -0.56, -0.54, -0.21, 0.35, 0.12, 0.13, 0.21, -0.81, -0.35, 0.06, -0.38, -0.41, -0.70, 0.25, 0.35, 0.33, 0.32, -0.14, 0.36, 0.25, 0.30, 0.26, 0.33, -0.50, -0.38, -0.80, -0.09, -0.42, -0.69, 0.02, 0.32, 0.31, 0.32, 0.38, 0.41, 0.21, 0.27, 0.35, 0.26, -0.86, -0.29, -0.32, -0.63, -0.38, -0.68, 0.24, 0.40, 0.32, 0.34, 0.32, 0.38, 0.33, 0.32, 0.27, 0.25, -0.73, -0.39, -0.69, -0.16, -0.41, -0.72, 0.25, 0.32, 0.32, 0.36, 0.37, 0.32, 0.29, 0.30, 0.33, 0.26, -0.65, -0.37, -0.54, -0.46, -0.30, -0.77, 0.26, 0.22, 0.33, 0.31, 0.38, 0.34, 0.36, 0.30, 0.43, 0.14],
  "homo_lumo_gap_ev": 6.852,
  "total_charge": 0,
  "e_tot_ha": -2721.91322,
  "lumo_ev": -2.09
}


{
  "formula": "C22H54N2O11P3",
  "method": "wB97M-V/def2-TZVPD",
  "elements": ["C", "C", "O", "C", "C", "O", "P", "N", "C", "C", "C", "O", "N", "C", "C", "C", "H", "H", "H", "H", "H", "H", "H", "H", "H", "H", "H", "H", "H", "H", "H", "H", "H", "H", "H", "H", "H", "H", "H", "H", "O", "P", "O", "C", "C", "O", "C", "C", "O", "C", "C", "H", "H", "H", "H", "H", "H", "H", "H", "H", "H", "H", "H", "H", "H", "H", "O", "P", "O", "C", "C", "O", "C", "C", "O", "C", "C", "H", "H", "H", "H", "H", "H", "H", "H", "H", "H", "H", "H", "H", "H", "H"],
  "xyz": [[4.42201, -4.76780, 4.56887], [5.44615, -5.34129, 3.55744], [5.61017, -4.58278, 2.36052], [5.87548, -3.21527, 2.59977], [4.61378, -2.41011, 2.18596], [4.26464, -1.39054, 3.17310], [2.93707, -0.54754, 2.85218], [2.05470, -0.43782, 4.28508], [3.49465, 1.14955, 2.45768], [4.64874, 1.11037, 1.39429], [6.06727, 1.23883, 2.01783], [6.72293, -0.01087, 2.18892], [2.10151, -1.07044, 1.56088], [1.04869, -1.81320, 1.77274], [-0.27139, -1.33244, 2.29222], [1.11812, -3.28864, 1.41336], [3.87400, -5.58955, 5.04619], [4.97280, -4.27290, 5.37656], [3.67012, -4.11636, 4.11624], [5.08117, -6.32418, 3.23996], [6.42452, -5.51172, 4.02907], [6.67719, -2.91451, 1.91336], [6.21568, -2.99251, 3.61673], [4.77043, -1.97635, 1.19571], [3.79514, -3.13176, 2.16204], [2.55908, 0.23965, 4.85975], [2.11154, -1.31599, 4.80371], [3.83643, 1.67988, 3.35213], [2.67471, 1.68658, 1.97011], [4.51285, 1.93948, 0.69132], [4.61788, 0.19705, 0.78591], [6.71277, 1.89063, 1.41367], [5.95846, 1.66388, 3.02053], [6.71473, -0.48436, 1.34775], [-0.79631, -0.78729, 1.49362], [-0.20011, -0.68712, 3.16941], [-0.90864, -2.18038, 2.56878], [1.12112, -3.91495, 2.31254], [0.28814, -3.56182, 0.74741], [2.02525, -3.44840, 0.82194], [-2.56152, 2.39245, 1.49491], [-2.33725, 3.87213, 1.43076], [-1.30726, 4.03702, 0.15718], [-1.47182, 3.26811, -1.03022], [-2.21238, 4.05689, -2.09538], [-1.30855, 4.07241, 2.68694], [-1.20970, 3.08770, 3.70729], [-0.05007, 2.15613, 3.42256], [-2.63451, 5.48426, 1.53141], [-3.45266, 6.13260, 0.55664], [-4.81818, 5.49473, 0.41547], [-1.98931, 2.32582, -0.84100], [-0.47119, 3.02506, -1.39541], [-3.23939, 4.26055, -1.78219], [-2.25104, 3.50114, -3.03397], [-1.72480, 5.01462, -2.27983], [-2.14271, 2.53585, 3.81531], [-1.03915, 3.61155, 4.64966], [-0.10887, 1.75349, 2.40930], [-0.03120, 1.32580, 4.12962], [0.89860, 2.69517, 3.49094], [-2.92530, 6.17513, -0.39888], [-3.57001, 7.16486, 0.88871], [-4.73790, 4.43872, 0.12872], [-5.40329, 6.01287, -0.34395], [-5.36044, 5.53694, 1.36101], [-2.49517, -2.08260, -6.12072], [-3.17310, -1.00015, -5.34339], [-4.43997, -1.77984, -4.63852], [-4.29742, -3.09038, -4.10107], [-4.06306, -3.05435, -2.60215], [-3.92994, -0.18989, -6.53570], [-3.52070, -0.32854, -7.89842], [-4.38213, -1.35068, -8.61165], [-3.37268, 0.35671, -4.41831], [-3.01266, 0.35058, -3.04269], [-1.57326, -0.06648, -2.81121], [-3.49568, -3.64440, -4.59093], [-5.23023, -3.61784, -4.30669], [-3.10220, -2.58543, -2.37019], [-4.05340, -4.06459, -2.18973], [-4.84365, -2.48103, -2.09957], [-2.46355, -0.58277, -7.96624], [-3.64426, 0.64743, -8.37133], [-4.42008, -2.29358, -8.06610], [-4.00417, -1.54254, -9.61685], [-5.40925, -0.99025, -8.68960], [-3.71162, -0.27275, -2.47920], [-3.15022, 1.36918, -2.67677], [-1.37907, -1.06999, -3.20621], [-1.34605, -0.06542, -1.74359], [-0.89005, 0.62065, -3.31405]],
  "atomic_forces_ev_per_a": [[0.6, -0.5, 0.3], [-0.6, -0.6, 0.0], [0.1, 0.1, 0.6], [-0.1, 0.5, -0.7], [0.6, -0.9, 0.5], [-1.2, 0.0, -0.8], [0.4, 2.4, -0.6], [1.1, -0.5, -0.4], [0.4, -0.7, -0.9], [0.5, 0.2, 0.4], [-0.3, -0.3, -0.2], [-0.2, -0.2, 0.1], [0.2, -0.5, 2.4], [-0.4, -1.1, -0.4], [-0.2, -0.4, 0.3], [0.2, 0.8, -1.3], [0.2, 0.1, -0.1], [-0.4, 0.3, -0.2], [0.2, 0.0, 0.0], [0.2, 0.2, -0.2], [-0.2, 0.2, 0.0], [0.0, -0.2, 0.3], [-0.3, 0.0, -0.1], [-0.3, 0.1, 0.2], [0.1, 0.2, -0.3], [-0.4, 0.1, 0.1], [-0.3, 0.0, 0.0], [-0.2, -0.1, -0.1], [-0.2, -0.2, 0.6], [-0.1, -0.1, 0.2], [-0.1, 0.2, 0.1], [-0.3, 0.0, 0.1], [0.3, 0.0, -0.2], [0.2, 0.2, 0.0], [0.2, 0.0, 0.1], [0.2, 0.2, -0.3], [0.2, 0.1, -0.2], [-0.2, 0.2, -0.1], [-0.1, -0.1, 0.5], [-0.1, -0.1, 0.3], [-3.0, 1.2, -0.5], [6.9, 0.3, 0.8], [-1.2, 0.0, 0.1], [0.1, -0.1, -0.6], [-0.1, 0.1, 0.1], [-0.7, 0.2, 0.0], [0.1, -0.1, 0.1], [0.2, 0.0, -0.1], [-2.2, -1.8, -0.1], [-0.3, 0.5, -0.5], [0.0, -0.1, 0.2], [0.0, 0.0, 0.3], [0.0, 0.0, 0.1], [0.0, 0.0, 0.0], [0.0, 0.0, 0.0], [0.0, 0.0, 0.0], [0.0, -0.1, -0.1], [0.0, 0.1, -0.1], [-0.2, 0.0, 0.0], [0.0, 0.1, 0.1], [0.0, 0.0, 0.1], [0.1, -0.2, 0.0], [0.1, -0.1, 0.2], [0.0, 0.0, -0.1], [0.0, 0.0, 0.0], [0.0, 0.0, 0.0], [2.5, 1.0, 2.2], [-6.5, -0.2, -3.2], [1.1, 0.3, 0.5], [-0.2, -0.5, 0.1], [0.1, 0.2, 0.0], [0.7, 0.3, 0.5], [-0.1, -0.2, -0.4], [-0.2, 0.0, 0.0], [2.6, -1.0, 0.0], [0.0, 0.1, 0.6], [0.0, 0.0, -0.1], [0.0, 0.2, -0.2], [0.0, 0.1, -0.1], [0.0, -0.1, 0.0], [0.0, 0.0, 0.0], [0.0, 0.0, 0.0], [0.0, -0.1, 0.1], [-0.1, 0.1, 0.2], [0.2, 0.0, 0.0], [0.0, 0.0, 0.0], [0.0, 0.0, 0.0], [0.0, -0.1, -0.1], [-0.1, 0.0, -0.2], [0.0, 0.0, 0.1], [0.0, 0.0, 0.0], [0.0, 0.0, 0.0]],
  "mulliken_charge": [-0.71, -0.42, -0.46, -0.94, 0.13, -0.43, 0.93, -0.50, -0.83, -0.58, -0.66, -0.49, -0.14, 0.52, -0.74, -1.49, 0.39, 0.30, 0.03, 0.35, 0.32, 0.30, 0.38, 0.36, 0.18, 0.34, 0.30, 0.60, 0.21, 0.45, 0.26, 0.28, 0.37, 0.32, 0.23, 0.16, 0.42, 0.34, 0.46, 0.44, -0.79, 1.22, -0.45, -0.11, -1.32, -0.35, -0.84, -0.44, -0.41, -0.08, -1.12, 0.27, 0.31, 0.27, 0.45, 0.35, 0.38, 0.44, 0.15, 0.32, 0.22, 0.16, 0.34, 0.35, 0.37, 0.33, -0.79, 1.18, -0.35, -0.28, -0.95, -0.34, -0.30, -1.05, -0.40, -0.13, -0.94, 0.30, 0.35, 0.13, 0.42, 0.26, 0.34, 0.35, 0.28, 0.37, 0.28, 0.07, 0.24, 0.51, 0.12, 0.32],
  "homo_lumo_gap_ev": 7.826,
  "total_charge": 1,
  "e_tot_ha": -2831.69354,
  "lumo_ev": -3.85
}